The following is a quantum chemistry calculation of a structure of composition C24H42InO2P2, from the OMol25 dataset.

Summary:
- largest force on an atom (eV Å⁻¹) = 1.639
- HOMO energy (spin up / spin down) (eV) = -10.112 / -10.112
- LUMO level (spin up / spin down) (eV) = -5.78 / -5.77
- total charge = +1
- energy (Ha) = -1962.67697
- 2S+1 = 1

CARTESIAN COORDINATES (ANGSTROEM)
C: 3.04345 -1.87266 0.72983
C: -1.35876 1.32638 -1.56688
C: 0.59950 2.99303 -1.52919
P: 5.81643 -2.50416 -0.78844
H: 6.46158 -2.52947 1.55195
C: -2.69587 1.03175 1.87979
In: -0.92171 -3.22351 -0.55101
H: -4.40920 0.78654 -1.16413
H: 4.46118 -6.00807 -3.41337
H: -0.45565 2.63992 2.53373
H: 1.54229 -1.13605 2.13039
H: 6.06043 -5.73544 -4.19834
C: -2.32350 0.84895 -0.63960
C: 2.37051 0.52748 1.13852
O: -1.79778 -2.54734 1.56193
H: 4.23167 1.52259 0.82095
C: 6.31239 -2.95373 -4.53757
H: -3.76912 1.23434 1.74535
C: -2.24601 -3.74255 1.74399
H: 1.59225 -2.94290 -0.43405
C: -1.96556 1.34447 0.63690
H: 7.45482 -3.67941 0.58627
H: 1.22169 3.50698 -0.78791
H: -3.86101 -0.56359 -0.14160
P: 4.95999 -3.64927 -3.49230
H: 2.58531 0.47431 -2.69671
H: 6.56270 -1.94270 -4.19944
H: 5.76238 -4.08873 1.04202
H: -2.33701 1.62980 2.72219
C: 2.50649 -2.36179 -0.64095
C: -1.34183 1.03425 -3.00778
O: -2.04380 -4.68633 0.90631
C: 5.94946 -3.94480 -1.93708
H: 4.10946 -1.61797 0.64074
H: 1.44411 -1.63706 -2.41045
C: -0.25373 3.05555 1.53855
C: 7.26515 -1.47063 -1.25358
C: 2.26450 -0.78000 1.38211
H: 2.91503 2.13012 -0.17146
H: 4.50339 1.08292 -1.55985
H: 0.83238 3.13018 1.40103
C: 6.44485 -3.28070 0.75076
C: 5.02446 -5.37967 -4.11333
H: -2.81969 -3.97669 2.65409
H: -0.65004 4.08450 1.52820
C: 3.35430 1.20277 0.23285
C: 3.88881 0.38530 -0.96398
H: 7.20972 -3.59027 -4.53392
H: 1.75070 1.22357 1.71076
H: 1.25144 2.32970 -2.11909
H: 7.00194 -4.19873 -2.16476
C: 2.81742 -0.16262 -1.83732
C: -0.47743 2.20993 -0.88775
H: -2.58228 -0.03071 2.14218
H: 8.20601 -2.03265 -1.15218
H: 5.47302 -4.79975 -1.42517
C: -3.56175 0.10289 -0.96059
H: 4.60120 -0.38762 -0.63305
H: -0.33610 1.16044 -3.42184
H: 5.90878 -2.88897 -5.55704
H: 3.17929 -3.13892 -1.05528
C: -0.85394 2.21588 0.48352
H: -3.42800 -0.51037 -1.86065
H: 4.53071 -5.40559 -5.09266
H: 0.21182 3.76654 -2.21534
H: 7.15869 -1.09708 -2.27870
H: 7.27830 -0.60880 -0.56949
C: 2.21090 -1.34258 -1.68098
H: 3.03274 -2.73501 1.41529
H: -2.00632 1.70658 -3.57293
H: -1.67114 0.00638 -3.20408

Cartesian forces (eV/Å) of the 2 atoms listed first:
0.5059 -0.5912 0.0830
-0.4448 -0.1162 -0.3519

The following is a quantum chemistry calculation of a structure of composition C24H43BiCl2F3N3O7SSi, from the OMol25 dataset.

Summary:
- largest force on an atom (eV Å⁻¹) = 1.947
- HOMO energy (eV) = -8.736
- LUMO level (eV) = 0.44
- energy (Ha) = -3753.68430
- ΔE to the lowest compared entry with this formula, charge and spin (kJ/mol) = 14.5
- 2S+1 = 1

CARTESIAN COORDINATES (ANGSTROEM)
O: 2.88020 2.76870 4.72089
H: 0.66234 2.70802 1.66783
H: -0.09827 4.38567 -0.87264
C: -0.73541 -5.13772 2.63320
H: -1.27217 -0.05668 -0.07829
H: 0.30487 2.51580 -2.30010
H: -2.43205 2.48520 -0.62740
H: 0.70809 2.42636 -8.85275
Si: -0.62548 0.18322 -2.50072
H: 0.56105 4.69103 0.75284
C: -1.61670 -2.87956 2.71475
O: 0.59390 -0.59063 -3.33258
H: 2.79440 -4.13942 -5.34550
H: -0.36354 0.28098 6.41307
C: 1.25341 0.57490 -5.45244
C: 0.15327 0.24126 -6.25574
Bi: 0.24891 -0.37121 3.05509
Cl: 1.02020 -2.66413 4.10833
O: 2.30220 0.48222 3.95235
H: 2.41501 -2.00541 -2.43845
H: 1.90663 -1.52456 -6.60076
H: -3.88723 0.63924 5.74520
H: 0.47321 0.16726 -0.35172
H: -0.17436 -3.48942 0.27406
F: 3.89667 0.71387 6.66902
H: 3.00101 1.80830 -5.24979
H: -0.53804 2.24887 -3.85119
H: 0.36597 -5.08221 2.58578
H: 4.00964 -1.77719 -3.18024
C: 1.96944 2.20754 -7.11256
N: -1.05704 3.35962 0.73889
C: 2.14279 1.56946 -5.88079
N: -1.33358 -3.97743 2.00175
C: -1.17494 -3.86559 0.55847
S: 2.04881 1.60969 4.92038
C: -0.03005 0.89818 -7.48769
C: 2.36411 -2.05613 -5.75988
C: -1.74533 1.19548 8.32843
C: -0.56892 2.03648 -2.76867
C: -3.65441 0.99867 6.75245
H: 2.35684 0.38447 -3.60825
C: -0.36781 4.52706 0.18928
H: -2.27071 -0.26483 -4.27024
H: -0.88654 0.64410 -8.12093
H: -1.78353 -3.03480 3.79232
C: 1.65570 -0.22246 -4.20540
H: -4.20769 0.40370 7.49574
H: -1.47228 2.52992 -2.37053
H: -1.30314 -4.86909 0.13407
H: -2.02243 2.23046 8.56796
H: 2.68652 2.97150 -7.43674
O: 0.59497 1.83454 5.04023
O: -0.92834 1.35558 1.77249
H: -1.09389 -6.01391 2.08808
O: -1.64592 -1.72746 2.19984
H: -2.92076 2.51671 1.08307
C: -2.21954 -0.48214 -3.19214
H: -0.53249 -0.55647 -5.94423
H: -1.04599 -5.17943 3.68296
H: 4.08460 -3.28243 -6.22540
H: 3.09882 -3.26544 -3.49345
H: -1.01428 5.40562 0.27178
C: -1.39859 0.36640 6.04395
H: -0.65474 1.08350 8.36484
C: 2.99120 -3.36536 -6.10480
O: -1.74344 0.02549 4.89242
H: -2.26921 -1.57112 -3.04676
F: 2.21368 1.80019 7.56816
H: -3.08411 -0.02138 -2.68871
H: 2.58624 -3.71217 -7.06700
H: -0.24822 -1.40028 -0.65892
Cl: 1.82885 -1.04524 1.16327
H: -1.92957 -3.18231 0.14804
C: 0.86486 1.88648 -7.91338
F: 1.92628 -0.23824 6.82837
H: -2.92342 4.02865 0.11463
C: -0.43090 -0.32050 -0.73624
N: -2.21558 0.87866 6.97914
C: -2.42570 3.07853 0.29401
C: 2.37035 -1.52367 -4.52606
C: 3.00310 -2.18357 -3.34460
H: -3.96746 2.04669 6.86788
C: 2.56298 0.93295 6.59219
C: -0.38277 2.44165 1.42680
H: -2.20456 0.51071 9.05940

Cartesian forces (eV/Å) of the 2 atoms listed first:
-0.4281 -0.7090 0.2053
-0.3083 -0.1699 0.0077

> 2S+1 of number 2 (C24H43BiCl2F3N3O7SSi)?

1

> What is the largest force on an atom in the second record?

1.947 eV Å⁻¹

> Among the records above, which one has the highest energy?

C24H42InO2P2